[1]
C17H25N3O3 | wB97M-V/def2-TZVPD

Last column: Mulliken charge in e.
CARTESIAN COORDINATES (ANGSTROEM)
1 C 1.20 0.95 -3.10  -1.4959
2 C -0.03 1.25 -2.27  0.9805
3 O -0.43 2.36 -2.02  -0.6537
4 N -0.64 0.13 -1.80  -0.1234
5 C -1.88 0.17 -1.06  0.0602
6 C -2.94 -0.75 -1.67  -1.2449
7 C -2.51 -2.23 -1.72  0.9972
8 C -2.17 -2.65 -3.15  -1.6591
9 C -3.60 -3.13 -1.16  -1.8098
10 C -1.67 -0.17 0.43  0.3162
11 O -2.52 -0.76 1.09  -0.7921
12 N -0.49 0.23 0.91  0.2610
13 C -0.10 0.13 2.31  -0.0062
14 C 0.95 1.19 2.64  -1.3173
15 C 1.94 1.41 1.53  0.1488
16 C 3.03 0.55 1.36  -0.2695
17 C 3.92 0.75 0.32  -0.7284
18 C 3.73 1.79 -0.57  -0.5297
19 C 2.65 2.64 -0.42  -0.4409
20 C 1.76 2.45 0.62  -0.0200
21 C 0.39 -1.30 2.64  0.4065
22 N -0.54 -2.23 2.40  -0.2914
23 O 1.49 -1.55 3.09  -0.6543
24 H 1.96 0.47 -2.48  0.3156
25 H 1.60 1.88 -3.49  0.3398
26 H 0.95 0.29 -3.92  0.4574
27 H -0.27 -0.77 -2.03  0.2205
28 H -2.23 1.21 -1.10  0.3970
29 H -3.19 -0.39 -2.67  0.4496
30 H -3.84 -0.66 -1.05  0.4578
31 H -1.62 -2.36 -1.10  0.2433
32 H -1.42 -1.99 -3.60  0.3205
33 H -1.78 -3.67 -3.17  0.4233
34 H -3.06 -2.61 -3.78  0.3886
35 H -4.52 -3.02 -1.74  0.3837
36 H -3.29 -4.17 -1.19  0.4463
37 H -3.81 -2.86 -0.13  0.3763
38 H 0.14 0.74 0.32  -0.2309
39 H -1.00 0.28 2.92  0.4672
40 H 0.45 2.14 2.86  0.3742
41 H 1.48 0.86 3.54  0.4864
42 H 3.17 -0.26 2.06  0.4952
43 H 4.76 0.08 0.21  0.4152
44 H 4.43 1.94 -1.38  0.4318
45 H 2.50 3.46 -1.11  0.3996
46 H 0.92 3.12 0.74  0.2921
47 H -1.47 -1.97 2.08  0.2853
48 H -0.34 -3.20 2.62  0.2305

Properties
E_LUMO (eV): 0.7
ΔE to the lowest compared entry with this formula, charge and spin (kJ/mol): 20.2
Multiplicity: 1
HOMO energy (hartree): -0.3395
Maximum force (eV Å⁻¹): 0.6
Gap between HOMO and LUMO (eV): 9.91
Structure (SMILES): CC(=O)N[C@@H](CC(C)C)C(=O)N[C@H](Cc1ccccc1)C(N)=O
Total energy (Eh): -1052.871928



[2]
C39H79ClNO14S | wB97M-V/def2-TZVPD

Last column: Mulliken charge in e.
CARTESIAN COORDINATES (ANGSTROEM)
1 C 1.85 0.53 6.45  -1.0881
2 C 0.98 0.08 5.12  -0.1949
3 C 0.19 1.31 4.38  -0.1111
4 Cl 0.80 1.73 2.68  -0.0265
5 S -1.69 1.09 4.29  -0.0045
6 C -2.33 2.79 3.80  -0.7190
7 C -3.96 2.90 3.68  -0.2463
8 C -4.68 3.72 4.92  -0.6410
9 C -5.78 2.73 5.66  -0.6792
10 C -5.16 1.32 6.23  0.1979
11 O -6.27 0.35 6.37  -0.3661
12 C -6.36 -0.52 5.17  0.5871
13 C -6.71 -2.15 5.31  -0.8511
14 O -6.21 -0.09 3.90  -0.4927
15 C -2.15 -0.22 2.99  0.2402
16 C -1.32 -1.63 3.07  0.3248
17 C -1.72 -2.79 1.94  -0.1854
18 C -2.96 -2.41 0.88  -0.4280
19 C -3.62 -0.92 1.05  -0.2869
20 N -3.25 0.16 2.03  -0.2819
21 H 2.42 1.55 6.32  0.3213
22 H 2.61 -0.37 6.66  0.3311
23 H 1.08 0.54 7.36  0.2803
24 H 1.70 -0.43 4.32  0.1741
25 H 0.16 -0.69 5.52  0.2461
26 H 0.36 2.27 5.07  0.4633
27 H -1.84 3.10 2.78  0.3455
28 H -1.98 3.53 4.66  0.4330
29 H -4.53 1.88 3.57  0.1494
30 H -4.18 3.54 2.70  0.4167
31 H -3.93 4.23 5.66  0.3613
32 H -5.32 4.60 4.44  0.2723
33 H -6.29 3.27 6.57  0.3614
34 H -6.66 2.48 4.90  0.2519
35 H -4.34 0.83 5.51  -0.1445
36 H -4.60 1.50 7.26  0.2906
37 H -5.75 -2.78 5.66  0.2379
38 H -7.58 -2.22 6.11  0.3033
39 H -7.09 -2.56 4.28  0.2726
40 H -0.48 -1.92 3.83  -0.0943
41 H -1.17 -3.82 1.88  0.2455
42 H -3.31 -3.20 0.08  0.3416
43 H -4.52 -0.66 0.31  0.3407
44 C 1.01 5.39 1.82  -0.6163
45 O 1.93 6.30 2.41  -0.3226
46 C 2.59 5.75 3.55  -0.3376
47 C 4.06 6.21 3.59  -0.3723
48 O 4.90 5.58 2.62  -0.4832
49 C 4.67 5.95 1.25  -0.1912
50 C 5.06 7.39 0.92  -0.5927
51 O 4.11 8.31 1.46  -0.2713
52 C 4.69 9.52 1.91  -0.8132
53 H 0.13 5.28 2.46  0.2804
54 H 0.70 5.81 0.86  0.3392
55 H 1.48 4.42 1.64  0.1790
56 H 2.55 4.66 3.55  0.1449
57 H 2.07 6.13 4.44  0.4193
58 H 4.47 5.90 4.56  0.4324
59 H 4.15 7.29 3.55  0.1049
60 H 3.65 5.72 0.94  0.0087
61 H 5.32 5.29 0.66  0.4227
62 H 5.07 7.53 -0.17  0.4031
63 H 6.07 7.60 1.30  0.3536
64 H 5.55 9.33 2.55  0.3682
65 H 3.94 10.06 2.50  0.2309
66 H 4.98 10.14 1.05  0.3247
67 C 1.31 -4.97 3.30  -0.7215
68 O 1.73 -4.74 1.97  -0.2506
69 C 2.60 -3.61 1.85  -0.2927
70 C 3.70 -3.89 0.82  -0.0947
71 O 4.71 -4.81 1.26  -0.5219
72 C 4.30 -6.18 1.40  -0.2406
73 C 3.99 -6.88 0.08  -0.5967
74 O 2.74 -6.43 -0.44  -0.2313
75 C 2.72 -6.36 -1.86  -0.8013
76 H 0.59 -4.20 3.61  0.0844
77 H 0.81 -5.94 3.34  0.2387
78 H 2.16 -4.99 3.99  0.4202
79 H 3.06 -3.36 2.82  0.3676
80 H 1.99 -2.77 1.52  0.1425
81 H 4.23 -2.94 0.64  0.4101
82 H 3.29 -4.19 -0.14  -0.0487
83 H 3.49 -6.27 2.12  0.0231
84 H 5.16 -6.69 1.85  0.4391
85 H 3.90 -7.96 0.25  0.4195
86 H 4.80 -6.70 -0.63  0.3467
87 H 3.59 -5.82 -2.24  0.3454
88 H 1.82 -5.80 -2.15  0.2119
89 H 2.67 -7.36 -2.28  0.3589
90 C 0.41 -0.49 -0.72  -0.6431
91 O 0.83 -0.26 -2.06  -0.3023
92 C 1.70 0.86 -2.18  -0.5472
93 C 2.80 0.59 -3.21  -0.3339
94 O 3.81 -0.33 -2.77  -0.5142
95 C 3.40 -1.70 -2.62  0.1990
96 C 3.09 -2.40 -3.95  -0.5905
97 O 1.84 -1.95 -4.47  -0.1588
98 C 1.82 -1.88 -5.89  -0.6713
99 H -0.31 0.28 -0.42  0.3854
100 H -0.09 -1.47 -0.69  0.1776
101 H 1.26 -0.52 -0.04  0.2810
102 H 2.16 1.12 -1.21  0.2775
103 H 1.09 1.71 -2.51  0.4199
104 H 3.33 1.53 -3.39  0.4466
105 H 2.39 0.29 -4.17  0.0682
106 H 2.59 -1.79 -1.91  -0.2439
107 H 4.26 -2.21 -2.17  0.3888
108 H 3.00 -3.48 -3.78  0.2508
109 H 3.90 -2.23 -4.66  0.3923
110 H 2.69 -1.34 -6.26  0.3898
111 H 0.92 -1.32 -6.18  0.0538
112 H 1.77 -2.88 -6.31  0.2989
113 C -1.67 -0.22 -5.91  -0.8501
114 O -2.06 -1.29 -6.76  -0.2573
115 C -2.97 -2.19 -6.14  -0.5770
116 C -4.03 -2.68 -7.14  -0.3106
117 O -5.01 -1.69 -7.49  -0.4776
118 C -4.55 -0.59 -8.28  -0.2274
119 C -4.16 -0.96 -9.72  -0.5692
120 O -2.92 -1.66 -9.73  -0.2374
121 C -2.85 -2.67 -10.73  -0.8240
122 H -1.00 -0.59 -5.13  0.2457
123 H -1.14 0.52 -6.52  0.2787
124 H -2.54 0.27 -5.47  0.4470
125 H -3.47 -1.72 -5.28  0.3694
126 H -2.39 -3.05 -5.78  0.3585
127 H -4.59 -3.49 -6.66  0.4105
128 H -3.57 -3.10 -8.03  0.1077
129 H -3.76 -0.04 -7.78  0.0321
130 H -5.40 0.10 -8.34  0.4160
131 H -4.04 -0.05 -10.31  0.3966
132 H -4.96 -1.57 -10.16  0.3550
133 H -3.74 -3.31 -10.69  0.3708
134 H -1.97 -3.29 -10.53  0.2300
135 H -2.75 -2.22 -11.72  0.3198

Properties
E_LUMO (eV): -3.8
Multiplicity: 1
HOMO energy (hartree): -0.3774
Maximum force (eV Å⁻¹): 8.3
Gap between HOMO and LUMO (eV): 6.45
Total energy (Eh): -3498.916114
Total charge: +1



[3]
C29H57N3O11S | wB97M-V/def2-TZVPD

Last column: Mulliken charge in e.
CARTESIAN COORDINATES (ANGSTROEM)
1 H 1.18 4.87 5.30  0.3013
2 N 0.77 5.19 4.43  -0.6392
3 C 1.02 4.35 3.52  0.4933
4 N 1.80 3.17 3.73  -0.6923
5 N 0.48 4.49 2.22  -0.1692
6 C -0.56 5.51 2.06  -1.0392
7 C -1.87 5.10 2.72  -1.0858
8 C -2.37 3.71 2.33  -0.3724
9 C -2.61 3.53 0.83  -1.1230
10 C -2.82 2.06 0.44  -0.3024
11 O -4.04 1.98 -0.33  -0.6407
12 S -4.71 0.54 -0.43  1.4785
13 O -5.53 0.60 -1.59  -0.7433
14 O -5.25 0.20 0.85  -0.7407
15 C -3.25 -0.53 -0.73  2.1618
16 C -2.85 -1.24 0.58  -1.9023
17 C -1.59 -2.10 0.51  0.4241
18 C -1.06 -2.50 1.90  -1.1395
19 C 0.43 -2.20 2.13  0.1904
20 C 1.21 -3.27 2.90  -1.1636
21 C 1.22 -3.09 4.43  -0.9079
22 C -0.09 -2.66 5.10  -0.5281
23 C -1.23 -3.69 5.17  -0.3072
24 C -0.86 -5.15 4.92  -1.2780
25 C -3.68 -1.57 -1.77  -1.7133
26 O -4.77 -2.31 -1.25  -0.1611
27 O -5.70 -2.56 -2.30  -0.4164
28 C -2.12 0.34 -1.32  -2.3722
29 O -2.59 0.87 -2.54  -0.2831
30 C -1.76 0.76 -3.69  0.2487
31 C -1.68 2.09 -4.42  -0.6773
32 C -0.54 2.98 -3.96  -0.8732
33 C -1.67 1.48 -0.39  1.5944
34 C -0.50 1.20 0.57  0.7859
35 C 0.90 1.13 -0.05  -1.1331
36 O 0.90 0.90 -1.47  -0.2451
37 C 1.50 -0.26 -1.87  0.1388
38 O 2.62 -0.32 -2.27  -0.5184
39 H 1.34 2.40 3.26  0.2273
40 H 2.71 3.26 3.27  0.2887
41 H 1.24 4.68 1.57  0.2584
42 H -0.70 5.64 0.98  0.5200
43 H -0.25 6.48 2.46  0.4368
44 H -1.75 5.14 3.80  0.4743
45 H -2.62 5.85 2.47  0.3901
46 H -1.64 2.97 2.68  0.2503
47 H -3.30 3.49 2.87  0.5153
48 H -3.53 4.06 0.56  0.4676
49 H -1.79 3.94 0.25  0.0790
50 H -2.98 1.49 1.36  0.3552
51 H -3.68 -1.89 0.85  0.9957
52 H -2.78 -0.53 1.40  0.2956
53 H -1.80 -3.00 -0.07  0.5927
54 H -0.78 -1.59 -0.03  -0.6793
55 H -1.25 -3.56 2.08  0.7106
56 H -1.65 -1.96 2.65  0.2164
57 H 0.52 -1.25 2.68  -0.0039
58 H 0.92 -2.03 1.16  0.2272
59 H 0.83 -4.26 2.63  0.3788
60 H 2.25 -3.25 2.56  0.2718
61 H 1.98 -2.33 4.66  0.4334
62 H 1.58 -4.01 4.89  0.4372
63 H -0.45 -1.74 4.62  0.1937
64 H 0.16 -2.36 6.12  0.4602
65 H -1.67 -3.65 6.17  0.4216
66 H -2.04 -3.41 4.50  0.2132
67 H -0.09 -5.50 5.61  0.3284
68 H -1.73 -5.79 5.07  0.3896
69 H -0.51 -5.32 3.90  0.2678
70 H -2.83 -2.25 -1.94  0.5961
71 H -3.96 -1.09 -2.70  0.7003
72 H -5.38 -3.40 -2.66  0.3247
73 H -1.28 -0.34 -1.51  1.2922
74 H -0.76 0.42 -3.39  -0.1201
75 H -2.19 -0.01 -4.34  0.2768
76 H -2.64 2.58 -4.26  0.2631
77 H -1.60 1.90 -5.50  0.4366
78 H -0.65 3.99 -4.37  0.4111
79 H -0.51 3.06 -2.88  0.1197
80 H 0.42 2.60 -4.31  0.2481
81 H -1.36 2.27 -1.08  0.1684
82 H -0.46 2.04 1.27  -0.7788
83 H -0.70 0.31 1.17  -0.1044
84 H 1.43 2.07 0.11  0.4513
85 H 1.50 0.35 0.44  0.3408
86 H 0.84 -1.14 -1.84  0.3236
87 C 4.49 -0.47 -5.21  -1.0180
88 C 4.72 -1.62 -4.26  -0.0112
89 O 5.54 -2.65 -4.86  -0.3630
90 C 6.84 -2.39 -4.91  0.7229
91 O 7.40 -1.42 -4.45  -0.5542
92 O 7.45 -3.42 -5.50  -0.3504
93 C 8.87 -3.27 -5.63  -0.6367
94 H 4.06 -0.82 -6.14  0.3042
95 H 3.80 0.24 -4.75  0.2710
96 H 5.42 0.05 -5.43  0.3032
97 H 3.79 -2.13 -4.02  0.2015
98 H 5.18 -1.29 -3.33  0.3137
99 H 9.32 -3.08 -4.65  0.2958
100 H 9.11 -2.45 -6.30  0.2914
101 H 9.23 -4.21 -6.03  0.2177

Properties
E_LUMO (eV): 0.1
Multiplicity: 1
HOMO energy (hartree): -0.3635
Maximum force (eV Å⁻¹): 0.4
Gap between HOMO and LUMO (eV): 10.04
Structure (SMILES): [H]/N=C(\N)NCCCC[C@H]1OS(=O)(=O)[C@@](CCCCCCCCC)(COO)[C@@H](OCCC)[C@@H]1CCOC=O.CCOC(=O)OC
Total energy (Eh): -2529.160561



[4]
C5H5N | wB97M-V/def2-TZVPD

Last column: Mulliken charge in e.
CARTESIAN COORDINATES (ANGSTROEM)
1 C 0.85 -0.11 1.42  -1.0378
2 C 0.70 -0.79 0.06  -0.4262
3 C -0.18 -0.06 -0.81  0.0426
4 C -0.86 0.57 -1.58  0.0836
5 C -2.05 1.18 -1.91  0.2714
6 N -3.08 1.66 -2.09  -0.4064
7 H -0.10 -0.06 1.95  0.3212
8 H 1.23 0.92 1.29  0.3278
9 H 1.57 -0.68 2.01  0.3076
10 H 0.30 -1.81 0.15  0.2571
11 H 1.64 -0.83 -0.50  0.2591

Properties
E_LUMO (eV): 0.5
ΔE to the lowest compared entry with this formula, charge and spin (kJ/mol): 206.3
Multiplicity: 1
HOMO energy (hartree): -0.3821
Maximum force (eV Å⁻¹): 1.2
Gap between HOMO and LUMO (eV): 10.94
Structure (SMILES): CCC#CC#N
Total energy (Eh): -248.196480